Density functional theory data (the ωB97M-V functional and the def2-TZVPD basis) for a structure of composition C40H62BBr2CdN6OP2.

The geometry in XYZ format:
```
115
C40H62BBr2CdN6OP2 (the ωB97M-V functional and the def2-TZVPD basis)
Cd -0.169 0.088 -0.356
C 2.554 0.498 -4.927
C 1.050 0.218 -4.902
C 0.342 1.569 -4.736
C 0.594 -0.413 -6.213
P 0.666 -0.709 -3.285
C -1.116 -1.227 -3.613
N -1.759 -1.705 -2.413
B -1.492 -1.371 -1.054
N -2.125 -2.373 -0.266
C -1.976 -2.696 1.137
P -0.426 -1.936 1.905
C -1.167 -0.652 3.115
C -1.910 -1.239 4.312
C -2.141 0.269 2.319
C 0.010 0.193 3.608
C 0.238 -3.470 2.839
C -0.751 -4.338 3.613
C 1.359 -3.019 3.776
C 0.866 -4.287 1.699
C -2.830 -3.217 -1.113
C -3.655 -4.298 -0.850
C -4.253 -4.940 -1.924
C -4.044 -4.513 -3.229
C -3.219 -3.435 -3.504
C -2.608 -2.795 -2.439
C 1.574 -2.398 -3.274
C 0.750 -3.399 -2.460
C 2.872 -2.126 -2.505
C 1.889 -3.027 -4.627
H 2.783 1.229 -5.702
H 3.133 -0.396 -5.137
H 2.876 0.903 -3.967
H 0.629 2.238 -5.546
H 0.625 2.033 -3.794
H -0.740 1.464 -4.761
H 0.716 0.318 -7.011
H -0.456 -0.692 -6.181
H 1.179 -1.285 -6.476
H -1.114 -2.026 -4.363
H -1.655 -0.364 -4.029
H -1.876 -3.785 1.206
H -2.863 -2.409 1.719
H -2.684 -1.938 4.005
H -2.387 -0.440 4.879
H -1.223 -1.745 4.984
H -2.733 -0.317 1.607
H -1.388 2.125 2.211
H -2.838 0.711 3.042
H 0.740 -0.411 4.139
H -0.344 0.967 4.285
H 0.507 0.670 2.761
H -1.107 -3.842 4.509
H -0.249 -5.255 3.921
H -1.613 -4.626 3.017
H 0.960 -2.526 4.658
H 2.039 -2.337 3.266
H 1.935 -3.879 4.114
H 0.113 -4.676 1.017
H 1.424 -5.133 2.096
H 1.555 -3.670 1.121
H -3.850 -4.632 0.158
H -4.907 -5.778 -1.742
H -4.539 -5.019 -4.041
H -3.082 -3.096 -4.520
H 0.476 -2.985 -1.488
H 1.341 -4.300 -2.291
H -0.154 -3.699 -2.984
H 2.642 -1.666 -1.541
H 3.530 -1.457 -3.056
H 3.410 -3.055 -2.324
H 0.985 -3.192 -5.208
H 2.361 -3.995 -4.467
H 2.581 -2.423 -5.206
Br 0.360 6.775 -2.950
C 0.278 5.008 -2.258
C -0.913 4.298 -2.301
C -0.905 3.014 -1.777
N 0.167 2.456 -1.249
C 1.318 3.128 -1.212
C 1.415 4.426 -1.714
C 2.463 2.414 -0.602
C 3.729 2.986 -0.506
C 4.745 2.265 0.106
Br 6.476 3.030 0.277
C 4.483 0.998 0.607
C 3.193 0.513 0.456
N 2.215 1.192 -0.118
H -1.803 4.721 -2.735
H -1.800 2.402 -1.785
H 2.333 4.989 -1.689
H 3.942 3.970 -0.891
H 5.254 0.417 1.085
H 2.931 -0.469 0.836
C -3.149 3.288 4.467
N -1.802 3.778 4.313
C -1.331 4.673 5.360
C -0.331 5.658 4.771
C 0.748 4.887 4.023
N 0.119 3.951 3.104
C 0.889 3.645 1.929
C -1.099 3.434 3.242
O -1.528 1.293 1.577
H -3.857 4.117 4.545
H -3.241 2.674 5.365
H -3.415 2.692 3.596
H -0.864 4.093 6.165
H -2.178 5.216 5.784
H 0.109 6.267 5.559
H -0.851 6.314 4.070
H 1.396 4.344 4.724
H 1.376 5.576 3.450
H 1.051 4.552 1.338
H 0.350 2.920 1.322
H 1.865 3.231 2.202
```

The charge is +1. As for the spin multiplicity: 1. The lowest unoccupied orbital energy comes out at -3.061 eV.